6 unconnected molecules or ions with the total composition C18H33ClN3O7S3 at a distorted geometry, computed with the ωB97M-V functional and the def2-TZVPD basis.

## Properties
Net charge ... -1
Strongest force on any atom ... 17.11 eV/Å
Orbital gap ... 3.58 eV
HOMO ... -0.94 eV
LUMO energy ... 2.639 eV

The geometry in XYZ format:
```
65
Properties=species:S:1:pos:R:3:forces:R:3:mulliken_charge:R:1
Cl -1.049 0.136 -0.894 -2.8 -1.3 0.3 0.932
O -1.617 -0.981 -0.178 0.4 0.1 -0.5 -0.412
O -1.146 1.256 0.002 0.8 -0.4 -2.1 -0.457
O 0.350 -0.173 -1.266 -4.3 3.5 2.0 -0.385
O -1.833 0.268 -2.065 0.3 1.2 -1.2 -0.759
N -5.685 2.399 -1.077 -0.8 -0.1 0.2 0.042
C -5.740 2.722 0.247 -1.3 1.2 0.1 -0.487
C -4.455 2.734 0.723 -1.9 0.1 2.3 -0.988
C -3.651 2.183 -0.230 1.1 0.2 -0.8 0.785
C -4.421 2.069 -1.352 1.8 -1.2 -1.7 -0.950
H -6.462 2.353 -1.721 0.3 0.0 0.3 0.183
H -6.719 2.922 0.655 0.3 0.3 0.3 0.404
H -4.155 3.014 1.722 -0.1 -0.2 0.1 0.399
H -2.639 1.897 0.013 -0.9 0.5 -0.9 0.304
H -4.127 1.706 -2.326 -0.1 0.0 0.0 0.433
N 0.772 -0.975 2.697 0.7 1.8 -0.2 0.280
C 0.304 -0.120 1.685 -0.4 -1.6 1.7 0.853
C -0.128 1.061 2.257 0.5 -0.5 1.9 -0.589
C 0.344 1.042 3.582 0.6 -2.9 1.8 -0.915
C 0.862 -0.273 3.871 -1.0 2.6 -1.1 -1.170
H 1.165 -1.895 2.558 0.0 0.5 -0.1 0.343
H 0.261 -0.464 0.662 0.5 -0.1 1.3 -0.369
H -0.555 1.922 1.764 -0.2 -0.5 0.9 0.576
H 0.371 1.783 4.367 -0.5 0.2 -0.2 0.569
H 1.217 -0.632 4.826 0.1 -0.3 -0.3 0.450
N 1.167 -2.114 -2.014 -1.6 -4.1 -0.9 0.316
C 1.314 -2.959 -3.081 -0.1 1.0 -0.6 -0.882
C 2.334 -3.790 -2.782 0.5 -1.8 -1.7 -0.474
C 2.624 -3.620 -1.464 2.0 -0.5 3.1 -1.002
C 1.858 -2.630 -0.951 -0.5 1.3 -0.5 0.347
H 0.422 -1.447 -1.876 0.1 -0.9 -0.6 0.240
H 0.685 -2.980 -3.959 0.1 0.6 0.0 0.416
H 2.868 -4.500 -3.396 -0.4 0.0 -0.3 0.430
H 3.393 -4.135 -0.907 0.0 -0.1 0.0 0.403
H 1.774 -2.082 -0.025 0.4 -0.4 0.2 0.181
C 2.726 2.793 2.569 -1.1 0.7 0.7 -1.108
S 2.697 1.357 1.403 -0.7 0.2 3.8 0.302
O 4.033 1.530 0.632 -1.0 -1.5 17.0 -0.551
C 1.341 2.108 0.332 -0.1 0.6 -0.6 0.130
H 3.472 2.725 3.360 0.4 -0.5 -0.5 0.281
H 1.806 2.951 3.133 -0.5 -0.4 -0.2 0.386
H 2.788 3.753 2.056 0.6 -0.2 -0.5 0.397
H 1.500 1.856 -0.717 -1.1 0.6 1.4 -0.100
H 1.267 3.184 0.483 0.4 0.2 -0.3 0.888
H 0.401 1.659 0.656 2.2 0.9 -0.9 -1.086
C 2.484 0.003 -2.075 1.4 0.4 0.2 0.083
S 3.099 1.726 -1.654 0.4 0.4 -6.7 0.566
O 4.203 1.614 -0.625 4.4 0.4 -14.8 -0.372
C 3.594 2.154 -3.369 -0.3 -1.1 -1.4 -0.746
H 2.013 -0.431 -1.193 1.9 0.9 -0.1 -0.907
H 3.115 -0.767 -2.517 1.0 0.6 0.2 0.465
H 1.624 0.001 -2.744 0.5 1.2 -0.3 0.566
H 2.647 2.124 -3.909 -0.3 0.5 -0.6 0.229
H 4.191 1.327 -3.754 0.2 0.1 0.0 0.286
H 4.157 3.085 -3.441 -0.4 0.0 0.3 0.125
C -3.650 -2.929 0.712 -0.3 -0.8 -0.8 -0.877
S -2.399 -3.910 1.737 0.7 0.9 -1.5 0.406
O -2.029 -5.114 0.913 -0.4 0.6 0.5 -0.640
C -0.941 -2.728 1.644 -0.7 -0.5 0.5 -0.528
H -3.249 -2.473 -0.193 0.5 0.2 0.5 0.137
H -4.386 -2.278 1.184 0.8 0.4 0.7 0.396
H -4.334 -3.663 0.285 0.3 -0.8 0.3 0.437
H -1.210 -1.803 2.154 -0.5 -0.4 0.0 0.404
H -0.565 -2.420 0.669 -0.6 -0.8 0.0 0.134
H -0.096 -3.132 2.201 -0.6 -0.8 0.1 0.249
```
Forces are in eV/Å.

=====

A molecular structure, C18H33N4O4S2Ti at a distorted geometry, computed with the ωB97M-V functional and the def2-TZVPD basis.

## Properties
Energy relative to the best compared isomer or geometry (same formula, charge and spin) ... 0.484 eV
Net charge ... +3
Strongest force on any atom ... 1.89 eV/Å
Orbital gap ... 7.59 eV
HOMO ... -17.61 eV
LUMO energy ... -10.018 eV

The geometry in XYZ format:
```
62
Properties=species:S:1:pos:R:3:forces:R:3:mulliken_charge:R:1
Ti -0.663 0.298 0.418 -0.9 0.9 -1.5 0.402
C 2.924 -1.227 2.384 -0.1 -0.1 -0.1 -1.599
C 1.816 -0.238 2.097 0.2 0.2 0.4 1.755
C 2.188 1.170 2.557 0.0 -0.1 -0.1 -1.471
O 1.498 -0.234 0.643 -0.3 0.1 0.7 -0.332
C 0.490 -0.648 2.752 1.1 -0.6 0.5 0.053
O 0.389 -1.360 3.691 -0.3 0.2 -0.1 -0.423
O -0.582 -0.106 2.094 -0.5 -0.1 1.3 -0.280
H 3.847 -0.894 1.906 0.0 0.0 0.0 0.475
H 2.678 -2.229 2.032 0.0 0.0 0.0 0.338
H 3.105 -1.280 3.456 0.0 0.0 0.0 0.412
H 3.150 1.456 2.130 0.0 0.0 0.0 0.465
H 2.288 1.189 3.642 0.0 0.0 0.0 0.428
H 1.436 1.898 2.258 0.0 0.0 0.0 0.126
H 2.346 -0.139 0.189 -0.1 0.0 -0.3 0.297
C -1.460 3.041 2.346 0.1 -0.1 0.1 -0.912
N -1.375 3.665 1.033 0.0 -0.3 -0.2 0.280
C -2.448 4.628 0.774 -0.1 0.1 -0.1 -1.316
C -0.479 3.325 0.092 -0.1 0.5 0.1 0.402
N -0.004 2.038 -0.039 0.0 1.1 0.1 0.272
N -0.016 4.262 -0.725 0.0 -0.1 -0.2 0.093
C 0.661 3.942 -1.983 0.0 0.0 -0.1 -1.282
C 0.027 5.683 -0.370 0.1 0.2 0.0 -1.131
H -1.728 3.815 3.064 0.0 0.0 0.0 0.443
H -0.500 2.636 2.651 0.0 0.0 0.0 0.196
H -2.229 2.266 2.392 0.0 0.0 -0.1 0.300
H -3.391 4.166 1.069 0.0 0.0 0.0 0.411
H -2.506 4.879 -0.281 0.1 0.0 0.0 0.402
H -2.316 5.540 1.357 0.0 0.0 0.0 0.411
H 0.861 2.065 -0.569 0.1 -0.2 0.0 0.190
H 0.307 3.001 -2.401 0.0 0.0 0.0 0.432
H 1.745 3.912 -1.847 0.0 0.0 0.0 0.395
H 0.433 4.725 -2.703 0.0 0.0 0.0 0.385
H -0.210 5.828 0.678 0.0 0.0 0.0 0.379
H -0.647 6.270 -0.992 0.0 -0.1 0.0 0.381
H 1.042 6.045 -0.538 0.0 -0.1 0.0 0.426
O -0.760 -1.302 -0.416 0.0 -1.3 -0.7 -0.379
S -0.100 -2.723 -0.130 -0.1 -0.4 0.0 0.416
C -1.029 -3.855 -1.205 -0.1 0.0 -0.1 -0.712
C -2.193 -4.406 -0.392 0.1 0.0 0.1 -0.228
C -1.656 -4.589 1.025 0.0 0.0 -0.2 -0.906
C -0.940 -3.291 1.393 0.1 -0.3 0.1 -0.328
H -0.318 -4.642 -1.469 0.1 0.1 0.0 0.453
H -1.303 -3.313 -2.110 0.1 0.1 0.0 0.466
H -2.526 -5.351 -0.818 0.0 0.0 0.0 0.428
H -3.034 -3.712 -0.411 0.0 0.0 0.0 -0.019
H -0.950 -5.420 1.054 0.0 0.0 0.0 0.355
H -2.442 -4.806 1.747 0.0 0.0 0.0 0.393
H -0.199 -3.420 2.179 0.1 0.1 0.0 0.540
H -1.622 -2.493 1.686 0.0 0.1 -0.1 0.202
S -2.819 1.009 -0.480 0.4 0.6 0.2 -0.506
C -4.208 -0.033 -0.518 0.0 -0.4 0.3 0.532
N -5.186 0.340 -1.374 0.1 0.0 0.1 0.013
C -6.334 -0.344 -1.540 -0.2 -0.1 0.0 -0.280
C -6.568 -1.478 -0.807 0.1 -0.1 0.1 -0.645
C -5.604 -1.882 0.117 -0.1 0.1 -0.1 -0.303
C -4.427 -1.165 0.258 0.0 0.1 -0.1 -0.482
H -5.040 1.193 -1.903 0.0 0.0 -0.1 0.271
H -7.043 0.042 -2.259 0.1 0.1 0.0 0.457
H -7.486 -2.030 -0.941 0.0 0.0 0.0 0.443
H -5.793 -2.751 0.734 0.0 0.0 0.0 0.492
H -3.679 -1.446 0.983 0.0 0.0 0.0 0.524
```
Forces are in eV/Å.

=====

A molecular structure, C18H33NNbO10 at a distorted geometry, computed with the ωB97M-V functional and the def2-TZVPD basis.

## Properties
Net charge ... -1
Strongest force on any atom ... 2.29 eV/Å
Orbital gap ... 6.48 eV
HOMO ... -4.80 eV
LUMO energy ... 1.673 eV

The geometry in XYZ format:
```
63
Properties=species:S:1:pos:R:3:forces:R:3:mulliken_charge:R:1
O 3.345 0.988 -4.471 -0.1 -0.9 -0.6 -0.565
C 3.313 1.956 -3.776 0.1 0.1 0.3 0.047
C 4.182 3.142 -4.034 0.3 0.4 0.3 -0.005
C 5.428 3.136 -3.098 0.0 0.7 -0.2 -1.358
Nb 6.009 5.258 -2.451 -0.2 -2.2 -0.7 -0.703
N 2.433 1.958 -2.617 -0.4 0.4 0.1 -0.110
C 1.430 2.991 -2.744 0.4 -0.5 0.2 -0.043
C 1.609 4.241 -2.165 -0.3 0.0 0.0 -0.128
C 0.643 5.224 -2.315 0.1 -0.5 -0.1 -0.671
C -0.504 4.947 -3.049 0.0 0.2 0.1 -0.357
C -0.680 3.700 -3.623 0.2 -0.2 0.1 -0.456
C 0.285 2.710 -3.472 -0.2 0.5 0.0 -0.336
H 3.639 4.078 -3.946 -0.4 0.1 0.1 0.201
H 4.501 3.075 -5.064 0.1 0.0 -0.2 0.399
H 5.298 2.506 -2.220 0.0 -0.2 0.1 0.343
H 6.279 2.778 -3.671 0.2 -0.4 0.1 0.427
H 6.670 4.733 -0.812 0.0 0.5 0.4 -0.030
H 7.683 5.220 -3.239 0.0 0.6 0.0 0.006
H 5.327 6.073 -3.961 -0.1 0.5 0.2 0.008
H 4.409 5.687 -1.644 0.0 0.6 0.1 0.047
H 6.552 6.957 -1.995 0.1 -0.1 0.0 0.036
H 2.963 2.106 -1.766 0.2 0.2 -0.1 0.319
H 2.518 4.455 -1.630 0.2 0.1 0.1 0.268
H 0.814 6.194 -1.884 0.0 0.2 0.1 0.425
H -1.248 5.717 -3.173 -0.2 0.1 -0.1 0.373
H -1.570 3.475 -4.186 -0.2 0.0 -0.1 0.370
H 0.141 1.745 -3.926 0.1 -0.3 0.0 0.470
C 1.547 -0.413 0.564 -0.1 -0.1 -0.2 -0.526
O 1.592 0.369 1.766 0.0 0.0 0.0 -0.355
C 2.810 0.817 2.079 -0.1 0.1 0.0 0.808
O 3.817 0.608 1.461 0.1 0.0 0.0 -0.548
O 2.712 1.538 3.196 0.0 0.0 0.0 -0.346
C 3.951 2.106 3.630 0.1 0.1 0.1 -0.658
H 0.509 -0.701 0.421 0.0 0.1 0.1 0.218
H 1.875 0.175 -0.291 0.1 0.0 0.0 0.179
H 2.161 -1.306 0.662 0.1 0.1 0.0 0.323
H 4.348 2.781 2.875 0.0 -0.1 0.0 0.322
H 4.676 1.323 3.847 0.0 0.0 -0.1 0.293
H 3.728 2.661 4.536 -0.1 0.0 0.0 0.211
C -0.745 -1.212 3.448 0.2 0.0 0.1 -0.221
O -1.775 -1.446 2.480 0.0 0.0 0.0 -0.228
C -2.895 -1.960 2.974 0.1 0.0 -0.1 0.762
O -3.103 -2.239 4.126 0.0 0.0 0.1 -0.554
O -3.756 -2.125 1.968 0.0 0.0 -0.1 -0.321
C -5.015 -2.670 2.360 -0.2 -0.1 -0.1 -0.541
H 0.100 -0.794 2.913 -0.1 0.0 -0.1 -0.144
H -1.080 -0.499 4.199 -0.1 -0.1 0.0 0.310
H -0.451 -2.145 3.925 -0.1 0.0 0.1 0.321
H -5.521 -2.009 3.063 0.1 0.0 0.1 0.306
H -4.888 -3.655 2.804 0.0 0.0 0.1 0.183
H -5.612 -2.758 1.457 0.1 0.0 -0.1 0.223
C -8.859 -8.235 1.101 -0.2 0.0 0.0 -0.634
O -7.867 -7.213 1.193 0.0 0.0 0.0 -0.307
C -6.706 -7.623 1.705 0.0 0.1 0.0 0.768
O -6.456 -8.739 2.075 0.0 -0.1 0.0 -0.543
O -5.876 -6.583 1.734 0.0 0.1 0.0 -0.256
C -4.582 -6.877 2.264 0.2 0.1 0.1 -0.664
H -9.740 -7.765 0.672 0.0 0.1 0.0 0.216
H -8.522 -9.040 0.451 0.0 0.0 0.1 0.293
H -9.098 -8.629 2.087 0.1 -0.1 0.0 0.293
H -4.077 -7.628 1.661 -0.1 -0.1 0.0 0.339
H -4.656 -7.214 3.296 0.0 -0.1 0.0 0.337
H -4.018 -5.949 2.230 -0.1 0.1 -0.1 0.162
```
Forces are in eV/Å.